[1]
Below is a cluster of 2 separate species, C33H28F2P in total, with properties calculated with wB97M-V/def2-TZVPD.

```
64
Properties=species:S:1:pos:R:3:lowdin_charge:R:1
H 0.167 2.960 -5.133 0.11
H 2.311 -4.780 -2.827 0.11
C -2.437 0.021 2.636 0.01
C 3.574 -3.380 -1.820 -0.08
C -3.946 1.880 2.799 -0.16
C -0.800 2.346 -3.333 -0.08
H 4.474 -3.942 -2.008 0.11
H -5.479 3.087 3.646 0.10
H 1.735 1.064 -5.152 0.11
C -1.468 -1.945 -1.745 -0.42
H -1.537 -1.022 -3.659 0.10
H 5.470 3.048 1.927 0.10
H -6.071 1.681 2.767 0.09
C 0.126 2.220 -4.350 -0.08
C 2.381 0.005 2.827 0.01
C 0.929 0.195 -3.371 -0.08
C -1.572 2.238 2.951 0.09
C -0.027 0.276 2.715 0.13
F -3.063 4.070 3.102 0.10
C -2.968 -3.779 -1.408 -0.08
C 3.662 0.495 2.847 0.00
C 2.478 -1.474 -0.875 -0.13
H -1.465 3.195 -3.310 0.10
H -1.642 -3.002 0.090 0.09
H -3.386 -4.539 -0.767 0.10
H 2.208 -1.053 2.917 0.13
C -0.860 1.388 -2.334 -0.12
H 6.022 1.653 2.848 0.09
C -2.854 2.737 2.952 -0.19
C -3.418 -3.645 -2.708 -0.08
F 3.034 4.059 2.445 0.10
H 2.505 -0.564 -0.296 0.09
C 1.532 2.231 2.532 0.09
C 1.212 -3.111 -2.063 -0.08
P -0.176 -0.903 -1.038 1.08
C -1.315 0.866 2.755 -0.18
H 5.371 3.057 3.687 0.11
H -3.273 -2.537 -4.530 0.11
C 3.900 1.860 2.736 -0.17
C 0.996 1.149 -4.370 -0.06
C -1.926 -1.807 -3.037 -0.08
H 1.617 -0.631 -3.369 0.10
C 3.636 -2.198 -1.106 -0.08
C 0.001 0.313 -2.360 -0.42
C 1.266 0.858 2.697 -0.18
H -0.031 -0.802 2.707 0.13
H -4.552 -0.154 2.564 0.13
H -0.786 2.925 3.193 0.11
H -4.170 -4.317 -3.088 0.11
H 4.493 -0.179 2.959 0.13
C -2.903 -2.656 -3.523 -0.06
C -1.991 -2.923 -0.928 -0.13
C 1.273 -1.928 -1.360 -0.42
H -1.565 1.481 -1.523 0.09
C -5.308 2.457 2.774 -0.01
H -2.271 -1.038 2.537 0.12
C -3.714 0.516 2.658 0.01
C 5.264 2.431 2.801 -0.01
C 2.363 -3.843 -2.294 -0.06
H 0.754 2.927 2.293 0.11
C 2.817 2.725 2.570 -0.19
H 0.263 -3.479 -2.409 0.10
H -5.443 3.070 1.884 0.11
H 4.580 -1.850 -0.720 0.10
```

frontier orbital gap = 4.81 eV
calculated total energy = -49392.394 eV
LUMO energy = -5.7 eV
highest occupied orbital energy = -0.3848 Eh
total charge = +1
energy relative to the best compared isomer or geometry (same formula, charge and spin) = 49.5 kJ/mol



[2]
Below is a structure of composition C51H57HfN6S3Se, with properties calculated with wB97M-V/def2-TZVPD.

```
119
Properties=species:S:1:pos:R:3:lowdin_charge:R:1
H 2.215 -2.947 0.865 0.09
C -2.984 3.328 4.050 -0.04
H 2.090 3.825 -1.134 0.09
C 4.711 -0.067 -2.851 -0.09
H 5.891 0.318 -0.561 0.11
C 0.565 3.879 4.312 -0.03
C 2.138 -0.020 3.024 -0.34
H -0.117 -7.171 0.030 0.08
C 0.215 -5.369 -2.751 0.00
N -0.166 -0.101 1.793 -0.35
C -2.544 -1.105 1.707 -0.34
H 0.027 5.486 1.370 0.12
H 1.197 -7.764 -0.976 0.10
H -2.599 3.138 1.938 0.10
H 0.583 -1.327 3.733 0.09
C 2.346 -2.696 -0.187 -0.06
H 4.436 0.675 0.403 0.05
C -2.363 -0.564 -1.516 -0.31
H 5.280 0.171 4.237 0.13
C -4.673 -2.161 1.531 -0.03
H -4.679 -4.267 1.928 0.13
C -3.632 -0.667 -2.076 -0.04
H 3.408 -2.787 -0.426 0.09
H -4.882 4.691 -3.853 0.13
C 1.500 2.320 -4.095 -0.06
C -2.181 1.334 3.033 -0.32
H -3.172 3.360 -5.044 0.12
H 0.526 3.518 -1.923 0.07
H -0.289 -6.068 -3.410 0.13
N 4.124 0.656 -1.689 -0.36
C 0.047 -3.696 -4.612 -0.08
H 1.082 1.804 4.522 0.13
H -0.667 -2.868 -4.582 0.07
C 0.560 -5.775 -1.467 -0.26
C 1.147 -3.200 -2.377 -0.50
C -2.136 -2.943 -1.447 -0.04
H 4.183 0.156 -3.773 0.07
H -3.280 3.222 6.171 0.13
H 5.765 0.203 -2.958 0.11
C -2.710 -3.444 2.116 -0.04
C 3.749 -1.170 4.931 -0.02
N -2.032 1.310 0.440 -0.34
C 4.814 0.156 -0.472 -0.07
C 0.280 -7.172 -0.986 -0.03
Se 1.492 -1.444 -3.094 0.74
C 1.588 3.666 -2.088 -0.07
H 0.893 -3.369 -5.220 0.07
C -2.550 1.362 5.388 -0.03
C -1.925 -2.304 2.036 -0.06
C 0.279 4.910 3.424 -0.03
C 0.485 -4.088 -3.227 -0.31
C -2.520 2.341 -3.281 -0.07
H -1.853 -0.368 4.328 0.12
H -4.366 -0.060 1.200 0.13
C 0.842 2.608 3.835 -0.04
N 1.884 0.906 0.489 -0.40
C 1.210 -4.855 -0.648 -0.01
C -3.686 2.921 -1.227 -0.05
S -1.642 0.405 1.639 0.93
H 3.820 3.759 -3.067 0.14
H 4.383 -1.622 5.683 0.13
H -0.433 -7.681 -1.634 0.08
H -2.551 0.865 6.350 0.13
H 1.920 1.466 -4.626 0.09
H -5.736 -2.113 1.337 0.13
N -0.257 1.159 -1.520 -0.41
C 0.825 2.397 2.462 -0.32
H -1.551 -3.821 -1.201 0.11
H 1.660 3.224 -4.686 0.12
H -0.426 -4.536 -5.119 0.09
H 4.624 -1.135 -2.683 0.08
C 4.257 -0.161 4.116 -0.03
H -1.780 1.739 -3.796 0.11
C -2.589 2.653 2.905 -0.06
H -0.625 -1.602 -0.758 0.08
S 1.172 0.794 1.796 0.83
H -3.840 2.780 -0.167 0.10
H 2.098 -1.640 -0.300 -0.02
C -3.396 -3.061 -2.022 -0.02
Hf 1.710 0.549 -1.510 1.29
H -5.118 -2.029 -2.789 0.12
C -3.304 3.242 -3.977 -0.03
H -5.219 4.403 -1.425 0.12
H 4.107 2.586 -0.864 0.12
C 0.529 3.412 1.562 -0.08
C 0.253 4.677 2.053 -0.04
H 1.742 4.544 -2.716 0.11
H -4.216 0.213 -2.314 0.12
C -4.461 3.827 -1.939 -0.03
H 0.084 5.905 3.803 0.13
H 1.508 -5.153 0.354 0.13
H 0.512 3.204 0.499 0.08
C -4.140 -1.930 -2.337 -0.03
H -3.313 4.356 3.976 0.13
C -4.270 3.987 -3.305 -0.03
H 0.434 2.170 -3.954 0.06
C 3.451 0.421 3.156 -0.07
C 1.611 -1.011 3.840 -0.06
C 3.626 2.692 -2.962 -0.16
C -4.074 -3.372 1.864 -0.02
C 1.531 -3.576 -1.088 -0.30
H 0.587 4.067 5.378 0.13
C -2.963 2.688 5.283 -0.02
C -2.718 2.198 -1.910 -0.34
H 3.830 1.221 2.529 0.11
S -1.680 1.014 -1.120 0.83
C -2.152 0.673 4.258 -0.05
H -3.801 -4.044 -2.233 0.13
H 2.042 -2.371 5.437 0.12
N 2.157 2.466 -2.764 -0.35
H 3.925 2.220 -3.894 0.12
H 4.632 -0.910 -0.360 0.08
H 5.472 2.283 -1.939 0.15
C 2.433 -1.592 4.795 -0.03
C -1.607 -1.686 -1.203 -0.10
H -2.252 -4.391 2.370 0.12
C 4.401 2.113 -1.804 -0.18
C -3.908 -1.010 1.454 -0.05
H -0.858 -2.351 2.203 0.10
```

frontier orbital gap = 7.35 eV
calculated total energy = -161886.941 eV
LUMO energy = -7.1 eV
highest occupied orbital energy = -0.5301 Eh
total charge = +3
energy relative to the best compared isomer or geometry (same formula, charge and spin) = 14.3 kJ/mol



[3]
Below is an isolated molecule of C4H4O, with properties calculated with wB97M-V/def2-TZVPD.

```
9
Properties=species:S:1:pos:R:3:lowdin_charge:R:1
C -0.151 -1.608 -0.420 0.03
O -1.095 1.910 0.936 0.06
H -0.872 -2.067 0.253 0.07
H -0.709 1.337 -0.970 0.13
H -0.093 -1.950 -1.447 0.07
C 0.575 -0.611 0.022 -0.12
C 0.843 0.608 0.396 -0.06
H 1.698 0.996 0.939 0.11
C -0.405 1.395 0.098 -0.29
```

frontier orbital gap = 10.58 eV
calculated total energy = -6257.624 eV
LUMO energy = 0.7 eV
highest occupied orbital energy = -0.3620 Eh
structure (SMILES) = C=C=CC=O
energy relative to the best compared isomer or geometry (same formula, charge and spin) = 169.3 kJ/mol



Which value of calculated total energy does entry 2 give?
-161886.941 eV



LUMO energy of number 2 (C51H57HfN6S3Se)?
-7.1 eV